No. 1
87
Properties=species:S:1:pos:R:3:forces:R:3 method="wB97M-V/def2-TZVPD" e_tot_ha=-12130.949690 e_above_lowest_kj_mol=199.3 lumo_ev=4.053 charge=-2 e_homo_ev=-0.964
Pb 0.917 -0.453 -0.232 0.1134 -0.2198 -0.0412
C 1.801 0.419 4.105 0.0089 -0.0055 -0.0161
C 2.853 1.134 3.255 -0.0227 -0.0779 -0.0214
C 4.061 0.217 3.040 0.0138 0.0009 0.0009
P 2.134 1.562 1.601 -0.3016 -0.0582 0.0456
C 3.234 2.871 0.864 0.0775 -0.0196 -0.0428
C 3.954 2.269 -0.351 0.1121 0.0261 0.0350
C 4.222 3.547 1.813 -0.0260 0.0661 0.0208
C 0.574 2.437 1.953 0.0373 0.0759 0.0585
C 0.493 3.827 2.083 0.1074 -0.0349 -0.0121
C -0.706 4.517 2.145 0.0005 -0.0251 -0.0333
C -0.750 6.018 2.266 -0.0101 -0.0020 0.0078
C -1.872 3.756 2.035 -0.0421 -0.0102 0.0005
C -1.833 2.383 1.932 0.0343 0.0167 0.0126
C -0.614 1.658 1.944 -0.0527 -0.1486 -0.0813
N -0.549 0.290 1.847 -0.0611 -0.0236 0.2120
C -1.526 -0.491 2.399 0.1437 0.1437 0.0092
C -2.253 -0.080 3.554 0.0019 -0.0243 -0.0380
C -3.227 -0.855 4.138 0.0071 0.0336 0.0161
C -3.555 -2.119 3.640 0.0126 0.0517 -0.0048
C -4.642 -2.957 4.262 0.0130 -0.0113 -0.0034
C -2.808 -2.564 2.566 0.0730 -0.0658 -0.0548
C -1.803 -1.810 1.942 -0.1518 -0.1491 0.0074
P -0.737 -2.547 0.665 0.0417 0.2523 0.3227
C -1.739 -3.136 -0.763 -0.0353 0.0235 -0.0918
C -3.117 -3.739 -0.506 -0.0304 -0.0261 -0.0587
C -0.856 -4.039 -1.641 0.0152 0.0204 -0.0196
C 0.076 -3.997 1.472 -0.0029 -0.0838 -0.0220
C 0.740 -3.524 2.765 0.0288 0.0681 -0.0143
C -0.755 -5.256 1.711 0.0412 -0.0089 0.0169
H 2.238 0.144 5.070 -0.0059 0.0040 0.0017
H 0.924 1.042 4.284 0.0112 0.0132 -0.0015
H 1.457 -0.493 3.613 0.0206 0.0073 -0.0073
H 3.149 2.058 3.764 0.0213 -0.0082 0.0331
H 3.797 -0.619 2.385 -0.0077 0.0008 0.0314
H 4.903 0.731 2.572 -0.0255 0.0103 -0.0134
H 4.403 -0.182 4.001 0.0205 0.0129 -0.0114
H 2.545 3.640 0.507 0.0021 -0.0217 -0.0782
H 4.417 1.308 -0.112 0.0176 0.0083 0.0221
H 3.275 2.088 -1.185 -0.0647 -0.0157 0.0398
H 4.735 2.947 -0.709 -0.0150 0.0073 -0.0167
H 4.962 2.841 2.195 -0.0100 -0.0002 -0.0009
H 4.763 4.329 1.274 0.0164 -0.0049 0.0119
H 3.730 4.012 2.671 -0.0152 -0.0202 -0.0043
H 1.415 4.400 2.133 -0.0240 -0.0065 -0.0139
H 0.238 6.417 2.502 -0.0022 -0.0007 0.0015
H -1.080 6.493 1.337 -0.0042 -0.0112 -0.0042
H -1.436 6.340 3.053 0.0060 -0.0030 0.0065
H -2.837 4.257 2.018 0.0019 -0.0082 0.0022
H -2.756 1.830 1.824 -0.0162 -0.0211 0.0085
H -2.010 0.875 3.998 -0.0170 0.0488 -0.0195
H -3.744 -0.474 5.016 0.0116 -0.0039 -0.0050
H -5.588 -2.411 4.320 -0.0007 -0.0018 -0.0044
H -4.818 -3.859 3.675 0.0079 -0.0023 0.0022
H -4.389 -3.270 5.280 0.0098 0.0095 -0.0047
H -3.008 -3.560 2.188 -0.0162 0.0226 -0.0104
H -1.895 -2.201 -1.310 0.0071 0.0304 0.0347
H -3.061 -4.670 0.064 -0.0085 0.0114 -0.0068
H -3.766 -3.047 0.031 0.0154 0.0045 -0.0026
H -3.593 -3.970 -1.466 0.0103 -0.0063 0.0094
H -0.994 -5.092 -1.378 0.0480 0.0119 0.0183
H -1.112 -3.907 -2.693 -0.0677 -0.0764 0.0037
H 0.209 -3.799 -1.573 -0.0188 0.0541 0.0148
H 0.889 -4.213 0.769 -0.0278 -0.0346 -0.0261
H -0.002 -3.245 3.518 -0.0238 -0.0103 0.0015
H 1.368 -4.323 3.170 -0.0126 0.0000 0.0049
H 1.387 -2.666 2.569 0.0120 -0.0280 -0.0263
H -1.531 -5.088 2.462 0.0088 0.0033 -0.0035
H -1.229 -5.626 0.802 0.0207 0.0194 0.0010
H -0.107 -6.053 2.090 -0.0001 0.0154 -0.0014
Se 1.883 -2.425 -4.101 0.0148 0.1080 0.1853
Sb 2.734 -0.509 -2.884 0.0288 -0.2166 -0.9942
Se 3.014 -2.114 -0.184 -0.0277 0.1020 0.2361
Se 1.889 1.540 -4.730 -0.0405 0.0818 0.1277
Se 4.110 0.771 -4.836 0.0578 -0.0152 0.2588
C -4.238 0.205 -2.577 0.0384 0.0422 -0.0370
O -3.338 1.300 -2.725 -0.0351 -0.0342 0.0357
C -2.188 1.162 -1.998 -0.0821 -0.0017 -0.0664
O -1.991 0.224 -1.267 0.0377 0.1064 0.0132
N -1.404 2.246 -2.226 0.0306 -0.0290 -0.0540
N -0.087 2.276 -1.770 -0.1230 0.1404 0.0725
H -5.154 0.505 -3.082 0.0000 -0.0082 -0.0088
H -4.431 -0.003 -1.526 -0.0109 0.0067 0.0166
H -3.829 -0.692 -3.043 0.0042 -0.0127 0.0080
H -1.673 2.822 -3.008 0.0074 0.0143 -0.0132
H 0.050 3.089 -1.182 0.0212 0.0126 -0.0217
H 0.573 2.260 -2.549 0.0465 -0.0917 0.0440


No. 2
52
Properties=species:S:1:pos:R:3:forces:R:3 method="wB97M-V/def2-TZVPD" e_tot_ha=-3859.054990 e_above_lowest_kj_mol=172.9 lumo_ev=-8.090 charge=+2 e_homo_ev=-14.880
N -2.208 -0.856 0.221 -0.0490 -2.8188 -3.5332
C -2.977 -1.872 -0.047 -0.7994 2.9171 6.9216
O -3.846 -2.493 0.531 2.3185 0.4944 -3.9298
K -3.868 0.060 2.139 -0.7179 -0.2506 0.3167
Ta -0.241 -0.150 -0.030 -1.1695 0.1825 0.3123
N -0.058 1.637 -0.708 1.6451 2.2510 -1.6535
N 0.922 -1.115 -1.188 1.9796 0.3894 0.3121
C -0.451 2.126 -2.163 0.3105 1.5674 0.6067
C 0.635 -2.255 -2.063 -0.0131 -1.7404 -0.3026
C -0.664 3.660 -2.182 0.0854 0.4860 -0.2810
C 0.563 1.802 -3.304 -0.7921 -0.2430 0.6493
C -1.798 1.565 -2.375 -0.8446 -0.5864 -0.0685
C 0.212 -3.417 -1.150 0.1494 -0.4549 -0.0552
C 1.832 -2.741 -2.936 -0.0897 0.0138 -0.1029
C -0.520 -1.922 -2.989 -0.0347 -0.0336 -0.4713
H -1.376 4.018 -1.433 0.1101 -0.1956 0.1063
H -1.092 3.963 -3.157 0.1220 -0.4727 0.3505
H 0.248 4.261 -2.111 -0.0188 -0.2688 0.1108
H 1.493 2.397 -3.144 -0.6861 -0.4797 -0.4411
H 0.026 2.060 -4.289 1.1497 -0.4521 1.4300
H 0.777 0.719 -3.214 0.1535 0.5677 -0.5731
H -1.795 0.498 -2.368 -0.0215 -1.1180 -0.0678
H -2.182 1.855 -3.323 -0.3438 0.1929 -0.9415
H -2.524 1.890 -1.639 0.0193 0.2162 0.3171
H 1.050 -3.726 -0.496 -0.5317 0.0983 -0.3401
H -0.097 -4.275 -1.773 0.1041 0.3004 0.4329
H -0.642 -3.114 -0.512 0.3087 -0.2347 -0.1841
H 2.684 -3.114 -2.319 -0.6319 0.3178 -0.5592
H 2.167 -1.934 -3.625 -0.0840 -0.6070 0.4277
H 1.463 -3.596 -3.566 0.3756 0.8231 0.6340
H -0.709 -2.792 -3.640 -0.1083 0.3923 0.2597
H -0.260 -1.071 -3.631 -0.2596 -0.1708 0.1188
H -1.435 -1.707 -2.416 0.1077 0.0070 -0.2501
C 0.971 2.626 -0.158 -0.1703 -0.3610 0.9057
H 1.060 2.416 0.896 0.3884 -0.2435 0.5282
H 2.004 2.607 -0.587 -1.0424 -0.2888 -0.1379
H 0.605 3.670 -0.135 -0.0675 -0.7299 -0.4606
C 2.389 -0.709 -1.111 -0.1323 0.0983 -0.3415
H 2.527 0.076 -0.345 -0.0614 -0.2469 -0.1497
H 3.021 -1.583 -0.816 -0.7143 0.7612 -0.1330
H 2.769 -0.303 -2.085 -0.5515 -0.3555 0.8177
Cl 1.972 -2.392 1.783 -0.2933 0.4269 0.4561
C 1.069 -1.258 2.753 -0.3135 0.1761 0.7641
C 0.272 -0.271 2.100 0.2746 -0.0954 0.9304
C -0.438 0.587 2.986 0.0694 -0.3241 0.2384
Cl -1.561 1.806 2.294 1.0484 -0.3313 0.0364
C -0.372 0.509 4.393 -0.4754 0.4905 -0.5640
Cl -1.339 1.621 5.336 0.6177 -0.6794 -0.2381
C 0.417 -0.483 5.005 0.0694 -0.2594 -0.6982
Cl 0.475 -0.614 6.702 -0.0047 0.0503 -0.2887
C 1.118 -1.403 4.182 -0.2351 0.4133 -0.9737
Cl 1.979 -2.701 4.902 -0.1493 0.4084 -0.2433


No. 3
10
Properties=species:S:1:pos:R:3:forces:R:3 method="wB97M-V/def2-TZVPD" e_tot_ha=-297.530501 e_above_lowest_kj_mol=298.8 lumo_ev=0.631 smiles=Nc1cnn[nH]1 charge=0 e_homo_ev=-9.129
N 1.682 -0.145 -0.034 -0.9023 2.0771 -1.7948
C 0.200 -0.010 -0.341 2.3009 3.4825 4.3828
C -0.781 1.036 -0.025 0.1728 1.2300 -2.4533
N -2.080 0.449 -0.055 4.0709 -0.5761 1.6255
N -1.858 -0.849 0.051 0.8555 0.6193 -1.8540
N -0.494 -1.078 -0.191 -3.6805 -6.3320 1.4961
H 2.106 0.765 -0.289 -0.2793 -0.8537 -0.3463
H 2.040 -0.224 0.926 -1.4928 -0.4112 -0.0634
H -0.580 2.219 -0.042 -0.7005 -3.1185 -0.0626
H -0.234 -2.163 0.001 -0.3446 3.8826 -0.9301


No. 4
21
Properties=species:S:1:pos:R:3:forces:R:3 method="wB97M-V/def2-TZVPD" e_tot_ha=-689.640954 e_above_lowest_kj_mol=179.3 lumo_ev=-3.601 charge=+1 e_homo_ev=-13.935
C -1.907 -0.769 0.017 -1.0210 -0.9250 0.5621
C -0.620 0.964 -1.098 -1.0316 -2.8490 1.1121
C 0.630 0.016 0.723 -0.4839 -1.2759 -1.4146
C 2.457 -1.362 -0.258 0.5649 0.0080 -0.3538
C 0.282 0.736 2.033 -1.6602 -1.1848 -1.5143
N 0.450 0.674 -0.435 0.6624 1.6812 -0.8959
N -1.785 0.245 -0.875 1.2886 -0.4073 1.8007
N -0.888 -1.170 0.675 -0.1454 -1.7746 2.5293
N -0.744 1.751 -2.139 1.3504 3.1354 -2.0649
O 1.689 -0.751 0.845 0.3948 -0.0495 0.2336
F 0.010 -0.120 3.017 0.0084 -0.2046 0.2485
F -0.854 1.453 1.757 0.7227 0.0865 0.5584
H -2.982 -1.153 0.115 1.7389 0.1718 -0.1407
H 1.810 -1.519 -1.172 0.5880 -0.2961 1.2993
H 2.947 -2.276 0.229 -1.1583 1.1808 -1.0148
H 3.305 -0.698 -0.600 -1.0870 -0.3366 0.7028
H 1.130 1.297 2.254 1.1229 1.6696 0.8324
H -2.475 0.342 -1.531 -2.2190 0.3623 -1.5316
H -0.966 -1.960 1.459 -0.2061 2.3349 -2.4362
H 0.077 2.408 -2.182 -1.4310 -0.8109 -0.6436
H -1.563 1.891 -2.832 2.0012 -0.5163 2.1310


No. 5
11
Properties=species:S:1:pos:R:3:forces:R:3 method="wB97M-V/def2-TZVPD" e_tot_ha=-1155.265841 e_above_lowest_kj_mol=211.0 lumo_ev=-1.613 charge=0 e_homo_ev=-9.863
C -0.857 -0.566 -0.386 -1.7398 4.6434 0.0301
C 1.292 0.777 0.057 3.3286 -0.2370 -0.8525
N -1.238 -1.795 -0.209 0.2401 1.2659 -0.3960
N -0.085 -2.401 0.123 1.4974 -0.0239 0.0493
N 0.919 -1.561 0.158 -0.4401 -1.5428 0.4616
N 0.443 -0.352 -0.125 -0.4978 -1.7452 -0.1230
S -1.893 1.576 -0.612 0.9143 -3.5668 0.4911
Cl -3.526 1.264 0.539 0.3479 0.0873 -0.2509
H 1.452 1.347 -0.881 -0.6807 0.1490 0.9392
H 1.124 1.237 0.983 -1.3334 1.5846 0.7195
H 2.368 0.475 0.354 -1.6364 -0.6144 -1.0684


Question: Which value of charge does entry 2 give?
Answer: +2


Question: Which value of charge does entry 4 give?
Answer: +1